{"formula": "C4H7NO", "method": "the ωB97M-V functional and the def2-TZVPD basis", "elements": ["C", "C", "C", "C", "H", "H", "H", "H", "H", "H", "H", "N", "O"], "xyz": [[1.474, 1.356, -0.131], [1.205, -0.191, 0.325], [-0.291, -0.628, 0.362], [-1.220, -0.006, -0.298], [2.542, 1.543, -0.785], [0.538, 1.595, -0.907], [1.425, 1.928, 1.126], [1.641, -0.138, 1.309], [0.996, -2.272, -0.041], [-0.482, -1.095, 1.231], [-0.670, -0.228, -1.356], [0.763, -1.301, -0.428], [-2.292, 0.574, 0.109]], "forces_ev_per_angstrom": [[-0.439, -0.292, -0.719], [-0.680, 3.356, 0.293], [6.517, -3.001, 3.588], [-6.914, 4.671, -4.570], [-3.021, -0.499, 2.330], [2.705, 0.207, 2.380], [0.144, -1.312, -4.603], [0.292, -1.599, 0.276], [-0.206, 2.044, -0.573], [-0.854, -1.355, 3.206], [-2.712, 1.802, 0.214], [0.847, -1.656, 0.202], [4.322, -2.365, -2.024]], "homo_lumo_gap_ev": 10.1247, "lumo_energy_ev": 0.5, "e_above_lowest_kj_mol": 608.5, "total_energy_ev": -7793.3374}